# C5H10O2

A single C5H10O2 molecule in a non-equilibrium geometry (ωB97M-V/def2-TZVPD, OMol25).

Structure (XYZ):
```
17
Properties=species:S:1:pos:R:3:forces:R:3:nbo_charge:R:1
C -2.1840 -0.1473 -0.4537 -0.011 -0.005 0.029 -0.63
C -0.6831 -0.3477 -0.6508 -0.057 -0.266 0.075 0.10
O -0.1165 0.7277 -1.3792 -0.040 0.211 0.007 -0.73
C 0.0473 -0.5735 0.6813 0.109 0.058 0.011 -0.43
C 1.5878 -0.5424 0.5394 0.330 0.385 0.007 -0.49
C 2.0663 0.9492 0.5539 -1.620 1.820 0.591 0.36
O 1.2332 1.8071 0.8248 -2.020 -0.281 0.430 -0.60
H -2.6458 -1.0140 0.0333 0.095 0.102 -0.061 0.21
H -2.3746 0.7336 0.1720 0.062 -0.112 -0.076 0.20
H -2.6730 0.0097 -1.4204 0.099 -0.038 0.145 0.22
H -0.5239 -1.2265 -1.2902 -0.008 0.092 0.074 0.17
H -0.0686 1.4836 -0.7751 -0.003 -0.088 -0.151 0.48
H -0.2567 0.2056 1.3900 0.044 -0.164 -0.102 0.23
H -0.2868 -1.5294 1.1066 0.238 0.108 -0.136 0.22
H 1.9011 -1.0971 -0.3551 0.110 0.398 0.074 0.24
H 2.0468 -1.0681 1.3887 0.055 0.266 -0.114 0.24
H 2.8424 1.7254 0.4725 2.615 -2.486 -0.802 0.22
```
Forces are in eV/Å.

## Properties
energy above the lowest of the compared OMol25 structures with the same formula, charge and spin	241.63	kJ/mol
E_LUMO	1.016	eV

# C22H61BrN3O10Ti

A molecular structure, C22H61BrN3O10Ti in a non-equilibrium geometry (ωB97M-V/def2-TZVPD, OMol25).

Structure (XYZ):
```
98
Properties=species:S:1:pos:R:3:forces:R:3:lowdin_spin:R:1
Ti 0.1207 0.3482 -1.1026 -1.497 -0.265 -2.516 1.64
Br 0.5333 1.4062 -3.6486 -0.048 0.551 0.471 0.02
C 2.6148 -1.4840 -4.5812 -1.704 -1.185 -0.300 0.00
O 1.4205 -1.7788 -5.3503 0.380 0.222 0.473 0.00
H 2.7969 -2.4271 -4.0585 0.434 0.162 -0.065 0.00
H 3.3688 -1.2468 -5.2917 1.152 0.210 -0.244 0.00
H 2.4771 -0.7024 -3.8464 -0.260 0.311 0.038 0.00
H 1.0881 -0.9448 -5.6906 -0.137 0.188 0.126 0.00
C -3.1128 0.0014 -1.2253 0.296 1.195 -0.580 0.01
O -1.9470 0.8270 -1.5786 -0.727 -0.325 0.815 0.03
H -3.9942 0.5803 -1.4696 -0.269 0.042 0.183 0.00
H -3.1519 -0.8820 -1.8292 0.320 -0.744 -0.060 0.00
H -3.1110 -0.1629 -0.1507 0.279 -0.168 -0.094 0.00
H -1.9654 1.0984 -2.5032 0.089 -0.192 -0.325 0.00
C -3.9760 3.2134 -0.2003 0.581 -1.582 -0.656 0.00
O -4.7601 2.8278 -1.3299 -1.333 0.584 0.208 0.00
H -3.0424 2.6300 -0.2533 0.032 0.443 0.302 0.00
H -3.7336 4.2892 -0.2277 -0.411 -0.392 0.391 0.00
H -4.5162 2.8105 0.6871 0.321 0.993 -0.435 0.00
H -4.3195 2.4408 -2.0822 0.762 0.198 0.154 0.00
C 3.8129 2.8674 -1.4899 -0.182 1.765 0.474 0.00
O 2.4597 3.3343 -1.5177 1.159 -0.362 0.624 0.00
H 4.0279 1.8992 -1.0964 -0.547 -0.968 0.531 0.00
H 4.2115 2.9143 -2.4613 0.587 -0.131 -1.536 0.00
H 4.4090 3.5801 -0.9245 -0.139 0.092 0.296 0.00
H 2.0395 2.7685 -2.1629 -0.755 -0.350 -0.587 0.00
C 1.5959 4.0172 3.7120 0.052 -0.323 0.324 0.00
O 0.7999 4.2289 2.5668 0.149 0.707 0.036 0.00
H 1.7029 4.9835 4.2211 -0.176 -0.509 0.173 0.00
H 1.1211 3.2119 4.3022 0.203 0.688 0.420 0.00
H 2.5946 3.6458 3.4587 0.101 0.192 -0.120 0.00
H 0.7329 3.3643 2.1939 -0.387 -0.751 -0.924 0.00
C -2.4954 -1.6097 5.2974 -1.786 1.893 0.592 0.00
O -2.8615 -0.7332 4.1988 0.466 -0.863 -0.762 0.00
H -2.1855 -2.6005 5.0422 0.429 -0.494 -0.551 0.00
H -1.7589 -1.0837 5.9429 -0.362 -0.388 -0.689 0.00
H -3.4469 -1.6759 5.8589 0.651 -0.417 0.306 0.00
H -3.3139 -1.2435 3.4841 0.524 0.261 0.923 0.00
C 0.0378 -2.6655 -2.0726 1.945 1.737 -0.143 0.01
O -0.0026 -1.2087 -2.2570 0.309 -2.322 0.047 0.02
H 1.1318 -3.0398 -1.9750 -1.339 0.577 -0.105 0.00
H -0.4322 -2.7750 -1.1243 -0.566 -1.086 0.869 0.00
H -0.3877 -3.3346 -2.8489 -0.165 0.971 0.170 0.00
H 1.9646 -1.7456 -0.4815 -0.578 0.116 0.036 0.07
C 5.1310 -0.9910 -2.0432 0.617 -0.595 0.082 0.00
O 6.2528 -1.9379 -2.2121 -1.383 1.054 0.322 0.00
H 4.4497 -0.9785 -2.8889 0.207 -0.124 -0.315 0.00
H 4.5076 -1.2280 -1.1703 0.361 0.023 -0.073 0.00
H 5.5251 0.0231 -1.9147 0.206 -0.420 -0.034 0.00
H 5.8776 -2.8269 -2.1904 0.049 0.182 -0.088 0.00
C -2.5419 -2.4871 -4.8244 1.320 0.372 0.836 0.00
O -3.6564 -2.2849 -3.9419 0.756 0.196 -0.621 0.00
H -2.0239 -3.4044 -4.5972 -0.131 -0.684 0.046 0.00
H -2.7678 -2.4562 -5.8601 -0.810 -0.218 -0.987 0.00
H -1.7348 -1.7496 -4.7471 -0.453 0.411 0.670 0.00
H -4.4062 -2.4221 -4.5135 -0.614 -0.002 0.130 0.00
C -2.7432 3.1121 3.3154 1.071 -0.235 1.278 0.00
O -2.5556 2.2466 4.4741 0.219 2.375 -0.801 0.00
H -3.7578 3.1718 3.0170 -1.216 -0.075 -0.208 0.00
H -2.4156 4.1208 3.5530 0.116 -0.043 0.271 0.00
H -2.1511 2.7784 2.4767 0.308 -0.248 -0.370 0.00
H -2.8565 1.4137 4.1753 -0.383 -1.864 -0.112 0.00
C 0.1744 -4.6132 3.0987 -0.404 -0.184 -0.726 0.00
C -0.5907 -4.7105 1.7481 1.099 2.174 -0.217 0.00
C -2.0064 -5.1701 1.9016 -1.887 -0.721 0.789 0.00
C -2.9554 -4.0580 2.1041 1.599 -1.337 -0.238 0.00
N -3.6130 -3.1346 2.1200 -1.185 1.585 0.350 0.00
H 0.1556 -5.6146 3.5451 0.287 0.223 0.112 0.00
H -0.3144 -3.9237 3.7907 -0.030 0.001 -0.077 0.00
H 1.2090 -4.2707 2.9408 -0.590 -0.310 0.234 0.00
H -0.0685 -5.3371 1.0568 0.382 -0.805 -0.211 0.00
H -0.5591 -3.7162 1.2003 -0.180 -0.900 0.768 0.00
H -2.1124 -5.8457 2.7907 0.102 0.355 -0.800 0.00
H -2.4482 -5.6958 1.0338 0.621 0.019 0.277 0.00
C 2.9638 -4.0391 0.9603 1.823 -0.675 -1.587 0.00
C 3.5819 -2.5930 1.1737 -0.878 -2.970 3.356 0.01
C 2.3895 -1.7280 1.6668 1.912 -0.355 1.454 0.10
C 1.7231 -1.1413 0.4207 2.573 -6.331 1.405 0.28
N 1.4310 -0.0038 0.3471 -0.610 5.817 0.174 0.72
H 2.6192 -4.7257 1.7871 0.903 1.362 -0.423 0.00
H 3.7612 -4.5645 0.3783 -0.589 -0.230 0.622 0.00
H 2.1448 -4.0440 0.2544 -0.495 0.382 -0.244 0.00
H 4.2875 -2.3089 0.3984 -0.738 0.396 -0.323 0.00
H 4.2629 -2.7528 2.0724 -0.683 0.458 -0.906 0.00
H 2.8564 -0.9987 2.3505 -0.666 0.688 -0.748 0.00
H 1.8346 -2.3443 2.4372 -0.120 0.533 -1.551 0.01
C -1.2501 6.2440 0.5843 1.345 -2.209 -1.550 0.00
C -0.3701 5.9910 -0.7273 -0.957 -0.141 0.786 0.00
C -0.4300 4.6115 -1.3942 -0.051 0.419 0.039 0.00
C -0.1823 3.4440 -0.5758 0.938 -3.270 0.800 0.03
N 0.0303 2.3658 -0.1600 -1.015 3.426 -0.759 0.01
H -0.5899 6.4895 1.3826 0.453 0.188 0.700 0.00
H -1.6824 5.2425 0.8347 -0.095 1.017 0.040 0.00
H -1.9780 7.0165 0.4887 -0.650 0.327 -0.297 0.00
H 0.6837 6.2073 -0.6432 0.311 0.102 0.804 0.00
H -0.6468 6.5991 -1.5542 -0.632 1.038 -0.456 0.00
H 0.3761 4.7011 -2.1297 -0.146 -0.782 -0.100 0.00
H -1.3672 4.3779 -1.9252 0.164 0.320 0.184 0.00
```
Forces are in eV/Å.

## Properties
2S+1	4
E_LUMO (spin up / spin down)	0.280 / -2.193	eV

# C17H24INO3

A single C17H24INO3 molecule in a non-equilibrium geometry (ωB97M-V/def2-TZVPD, OMol25).

Structure (XYZ):
```
46
Properties=species:S:1:pos:R:3:forces:R:3:nbo_charge:R:1
C 2.0880 -1.7768 -1.3437 -0.138 -0.362 -0.054 -0.63
C 1.6376 -2.5822 -0.0248 0.278 -0.446 -0.536 -0.42
C 0.0805 -2.9951 0.0049 0.060 -0.494 1.309 -0.39
C -0.7924 -2.0931 1.0467 1.239 -0.111 0.663 -0.46
C -0.5261 -0.5317 0.9024 -0.862 0.947 -1.119 -0.04
C -1.2234 0.2839 -0.0221 1.404 -0.303 1.359 -0.03
C -2.3804 -0.2036 -1.0030 -0.197 0.654 -0.562 -0.27
C -1.8486 -1.1356 -2.2272 -0.596 0.967 -0.594 -0.62
C -3.6679 -0.8361 -0.2508 0.996 -0.155 0.544 -0.40
C -5.0651 -0.3649 -0.8768 0.511 -0.715 1.040 -0.62
C -0.8043 1.8391 -0.0805 -0.453 1.611 -0.984 0.54
O -1.5075 2.7204 -0.6438 2.159 -3.106 1.742 -0.53
C 0.5942 2.3166 0.5582 1.589 -1.539 2.123 -0.03
C 1.3058 3.7006 0.1691 -0.137 -0.716 -0.553 -0.55
C 2.6029 3.2930 -0.7270 -1.542 -4.750 -1.264 0.44
O 2.5985 2.1673 -1.2782 0.352 5.047 1.953 -0.52
I 4.3502 4.5689 -0.9842 -0.792 -0.239 0.279 0.07
C 1.2693 1.5019 1.5190 -1.915 0.611 -1.801 -0.03
C 2.6312 1.8811 2.2529 -0.413 0.199 0.700 -0.27
N 3.8561 1.3993 1.5077 0.144 0.789 1.295 -0.83
C 0.5884 0.1115 1.8683 0.938 -0.567 1.931 0.53
O 0.9657 -0.4543 2.9368 -1.514 1.500 -3.785 -0.54
H 2.5366 -0.7507 -1.1187 -0.565 -1.457 -0.268 0.23
H 1.1916 -1.6259 -2.0351 1.264 -0.183 0.909 0.20
H 2.8479 -2.4274 -1.9022 -0.998 1.180 0.659 0.21
H 1.9641 -1.9984 0.8989 -0.716 -0.846 -1.092 0.22
H 2.2355 -3.5715 0.0027 -0.907 1.617 -0.009 0.21
H -0.4045 -3.0845 -1.0210 0.863 0.421 1.296 0.21
H 0.0497 -4.0588 0.4596 -0.126 1.623 -0.750 0.21
H -1.8873 -2.4019 1.0466 1.415 0.742 -0.241 0.23
H -0.3842 -2.3919 2.0870 -0.679 0.618 -1.582 0.24
H -2.7762 0.7500 -1.5238 0.822 -1.330 1.023 0.24
H -2.0809 -2.2406 -2.0832 0.588 1.452 0.008 0.21
H -0.7496 -0.9221 -2.4876 -1.665 -0.547 0.595 0.23
H -2.4460 -0.8026 -3.1600 0.897 -0.629 1.425 0.22
H -3.5499 -1.9864 -0.2547 -0.445 1.773 -0.146 0.20
H -3.5487 -0.5388 0.8605 -0.574 -0.321 -1.723 0.21
H -5.0749 0.7726 -0.9446 -0.093 -1.568 -0.181 0.22
H -5.2238 -0.9004 -1.8714 0.118 1.050 1.219 0.21
H -5.8897 -0.6973 -0.1433 1.125 0.555 -1.275 0.22
H 0.6282 4.2956 -0.5349 0.920 -0.625 1.147 0.28
H 1.6017 4.2890 1.1096 -0.485 -0.749 -1.649 0.25
H 2.6901 3.0222 2.3939 -0.288 -1.709 -0.296 0.19
H 2.6919 1.4341 3.3131 -0.754 0.640 -1.700 0.23
H 4.4665 2.2384 1.4263 -0.438 -0.972 -0.202 0.36
H 4.3593 0.7871 2.1789 -0.393 0.442 -0.852 0.36
```
Forces are in eV/Å.

## Properties
E_LUMO	-1.197	eV

# C6H8N2O

A single C6H8N2O molecule in a non-equilibrium geometry (ωB97M-V/def2-TZVPD, OMol25).

Structure (XYZ):
```
17
Properties=species:S:1:pos:R:3:forces:R:3:nbo_charge:R:1
H 2.9810 0.4995 -0.0179 -0.297 -0.237 0.122 0.35
N 2.3358 -0.2869 0.0858 0.777 -0.516 -0.267 -0.68
C 1.1365 0.0957 -0.0210 -0.327 1.908 0.344 0.41
C 0.7906 1.5339 -0.1528 -1.842 0.913 -0.061 -0.27
C -0.4957 1.9660 -0.1009 0.679 -0.810 -0.305 -0.12
C -1.6476 1.0324 0.1604 -0.121 -0.847 -0.467 -0.55
C -1.2935 -0.4512 0.0410 -0.200 -1.195 -1.126 0.70
O -2.1543 -1.3199 -0.1613 1.552 1.651 0.774 -0.59
N 0.0781 -0.7881 0.0329 -0.902 -1.459 -0.290 -0.45
C 0.4575 -2.2451 -0.0434 -1.869 1.308 1.657 -0.41
H 1.6056 2.2576 -0.2724 -0.285 -0.461 0.015 0.22
H -0.8132 2.9978 -0.2073 0.527 0.101 0.030 0.22
H -2.5759 1.1400 -0.4598 1.028 0.285 0.278 0.26
H -1.9797 1.2336 1.1720 -0.178 -0.137 0.436 0.25
H -0.3851 -2.7933 0.4147 0.534 0.147 -0.383 0.23
H 1.3281 -2.2975 0.5640 0.742 -0.498 0.265 0.23
H 0.6317 -2.5743 -1.0339 0.183 -0.156 -1.022 0.21
```
Forces are in eV/Å.

## Properties
energy above the lowest of the compared OMol25 structures with the same formula, charge and spin	18.00	kJ/mol
E_LUMO	0.651	eV